(1)
ORCA calculation (ωB97M-V/def2-TZVPD) on a 2-piece molecular cluster, C5H8N overall in a non-equilibrium geometry.

Its gap between HOMO and LUMO is 9.8063 eV. The charge is +1. The electronic energy comes out at -249.599056 Eh. As for the HOMO energy: -15.06 eV.

Geometry as XYZ:
```
14
Properties=species:S:1:pos:R:3:forces:R:3
C 0.754852 0.883175 1.959278 0.720 0.141 -0.940
C -0.220036 0.666930 0.872036 0.878 0.188 0.685
C 0.536066 -0.545052 1.047916 1.593 1.461 0.167
C 1.794391 0.131008 1.388548 -0.482 -0.700 -0.885
C -3.106679 -0.543663 -0.944233 -1.119 1.127 0.229
N 3.106314 0.089244 1.218034 -2.027 4.638 4.071
H 0.849175 1.415798 2.873066 -0.887 0.243 0.952
H 0.236191 -1.546700 1.137673 -0.370 -1.302 0.098
H -2.091450 -0.270175 -1.301915 -1.217 -0.007 -0.731
H -2.904975 -0.790791 0.067090 -0.152 -0.233 1.335
H -3.951640 0.224658 -0.938236 1.802 -0.316 -0.112
H -3.645929 -1.387799 -1.342086 0.679 -0.583 -0.724
H 3.428568 -0.446936 0.515136 1.915 -2.316 -2.625
H 3.691171 0.904295 1.668856 -1.332 -2.340 -1.520
```
Forces are in eV/Å.

=====

(2)
ORCA calculation (ωB97M-V/def2-TZVPD) on a 2-piece molecular cluster, C6H18N3 overall in a non-equilibrium geometry.

Its gap between HOMO and LUMO is 11.4605 eV. The charge is +1. The electronic energy comes out at -403.454784 Eh. As for the HOMO energy: -14.33 eV.

Geometry as XYZ:
```
27
Properties=species:S:1:pos:R:3:forces:R:3
C 0.820450 3.591348 0.399002 0.970 -0.111 0.457
C 0.758380 3.095503 1.837483 -0.808 -1.158 -0.565
C 0.340093 1.434816 -0.720777 0.588 -0.235 -0.631
N 0.104470 2.717800 -0.532480 -0.803 0.971 -0.092
N 1.369611 0.850127 -0.111649 -0.871 0.112 -0.237
N -0.352474 0.729259 -1.614515 -0.513 -0.437 -0.008
H 0.408054 4.597630 0.407608 -0.328 -0.153 -0.544
H 1.844285 3.716161 0.028102 0.024 -0.092 0.145
H -0.287748 3.120483 2.147482 0.150 0.484 0.382
H 1.428820 3.633295 2.467087 0.163 0.623 0.552
H -0.688640 3.149160 -0.988646 0.100 -0.364 -0.108
H 2.058397 1.461813 0.266359 0.542 -0.326 0.547
H 1.440978 -0.147151 -0.182698 0.623 -0.103 0.074
H -0.953286 1.175271 -2.267948 -0.529 0.424 -0.167
H -0.356721 -0.280796 -1.675423 0.388 0.173 0.241
H 0.996359 2.036475 1.941059 0.277 0.108 -0.054
C -0.500297 -2.669002 0.102951 -0.299 -0.316 0.774
C -0.094151 -3.375937 -1.166621 -0.477 0.373 -1.308
C -1.744411 -3.332235 0.753703 0.151 1.066 -0.421
H 0.304131 -2.723244 0.809071 0.669 -0.251 0.522
H -0.655460 -1.582334 0.075992 -0.242 -0.054 -0.771
H -0.968937 -3.547802 -1.804733 0.024 0.295 -0.038
H -2.288422 -3.915162 0.026436 0.054 -0.542 -0.172
H -1.454823 -3.927524 1.612067 -0.280 -0.091 0.067
H 0.277551 -4.373143 -1.024202 0.292 -0.459 0.614
H 0.655731 -2.885379 -1.795814 0.022 0.221 0.204
H -2.461927 -2.549430 1.011108 0.115 -0.157 0.541
```
Forces are in eV/Å.

=====

(3)
ORCA calculation (ωB97M-V/def2-TZVPD) on a 2-piece molecular cluster, C3H7PS2 overall in a non-equilibrium geometry.

Its gap between HOMO and LUMO (spin up / spin down) is 8.0980 / 7.3604 eV. The charge is 0. The electronic energy comes out at -1256.118619 Eh. As for the HOMO energy (spin up / spin down): -8.78 / -7.18 eV.

Geometry as XYZ:
```
13
Properties=species:S:1:pos:R:3:forces:R:3
C 0.130102 1.151222 1.571519 -1.084 1.979 1.049
C 0.282265 -0.173395 2.285330 -2.120 0.577 0.223
C -0.767607 -0.816326 -3.464604 -0.410 -1.414 3.708
P 1.316323 -0.545283 -0.419646 0.162 -0.115 -0.222
S -0.245299 0.837212 -0.126330 0.015 -0.476 -0.929
S 1.619753 -1.115616 1.587947 0.229 -0.064 -0.344
H -0.827923 1.740347 1.993945 2.372 -1.118 -0.732
H 1.063692 1.754938 1.563887 -0.717 -0.124 0.527
H 0.519329 0.075999 3.360532 -0.679 -0.900 -0.930
H -0.749317 -0.656422 1.984538 1.923 0.266 1.548
H -1.600974 -1.499699 -3.561603 0.245 0.038 0.441
H -0.238622 -0.495412 -2.542680 -0.944 -0.900 -0.592
H -0.501721 -0.257562 -4.232836 1.008 2.253 -3.746
```
Forces are in eV/Å.